P) Entry from the OMol25 dataset: a cluster of 2 separate species, C5H13N3 in total (ωB97M-V with the def2-TZVPD basis set).

The gap between HOMO and LUMO is 0.3041 Eh. Its HOMO energy is -0.2749 hartree. As for the total charge: 0.

Geometry (Å):
C1 -2.1413 0.1618 0.6629
C2 -0.8991 -1.7987 -0.0634
N1 -0.8006 -0.3834 0.3528
N2 0.0266 -0.3635 1.5642
H1 1.0371 -0.4989 1.0361
H2 0.0693 0.6260 1.8201
H3 0.1046 -2.1597 -0.2826
H4 -2.7651 0.0933 -0.2278
H5 -2.0220 1.2064 0.9374
H6 -2.5721 -0.4017 1.4897
H7 -1.3291 -2.3843 0.7506
H8 -1.5240 -1.8627 -0.9549
C3 0.0203 0.6196 -0.8671
C4 1.9400 -0.0486 -0.4460
C5 2.7834 0.9772 -0.3300
N3 -0.1483 1.8503 -0.6617
H9 -0.2898 2.3877 -1.5123
H10 -0.0872 0.0894 -1.8116
H11 2.3325 -0.9869 -0.8447
H12 2.4068 1.9792 -0.1363
H13 3.8580 0.8974 -0.4753

=====

Q) Entry from the OMol25 dataset: a cluster of 2 separate species, C5H13N3 in total (ωB97M-V with the def2-TZVPD basis set).

The gap between HOMO and LUMO is 0.3394 Eh. Its HOMO energy is -0.3081 hartree. As for the SMILES: [H]/N=C\C(C)=N\[H].CNC. As for the total charge: 0.

Geometry (Å):
C1 -0.7114 -1.6827 -0.4960
C2 -1.0648 0.3383 -2.0558
N1 -0.0927 -0.5917 -1.2236
H1 0.6007 -0.9631 -1.8669
H2 -1.3986 -1.2686 0.2427
H3 0.0510 -2.2745 0.0109
H4 -1.2782 -2.3547 -1.1560
H5 -1.7259 -0.3018 -2.6510
H6 -0.4657 0.9733 -2.7009
H7 -1.6505 0.9291 -1.3542
C3 0.5051 0.2571 2.2975
C4 0.2822 1.0012 1.0063
C5 1.2206 0.7163 -0.1237
N2 -0.6625 1.8108 0.7813
N3 2.3524 0.1244 -0.0478
H8 -1.3007 1.9394 1.5680
H9 2.5703 -0.2611 0.8724
H10 1.0585 1.4116 -0.9608
H11 0.4618 -0.8198 2.1257
H12 1.4956 0.4943 2.6958
H13 -0.2470 0.5221 3.0361

=====

R) Entry from the OMol25 dataset: the molecule C5H13N3 (ωB97M-V with the def2-TZVPD basis set).

The gap between HOMO and LUMO is 0.3500 Eh. Its HOMO energy is -0.3113 hartree. As for the SMILES: C/N=C/CC(C)(N)N. As for the total charge: 0.

Geometry (Å):
C1 1.2845 -0.2175 0.2116
C2 0.0471 0.9077 0.8832
C3 1.3456 -1.4249 1.1358
C4 -2.7903 0.3441 -1.4162
N1 0.9457 -0.5736 -1.1122
N2 2.5384 0.4573 0.1954
C5 -1.2544 0.5517 0.3481
N3 -1.5321 0.7792 -0.8799
H1 0.4867 0.2228 -1.5929
H2 0.2388 -1.2984 -1.1301
H3 2.7948 0.8310 1.0985
H4 2.5743 1.1867 -0.5053
H5 0.0871 0.9100 1.9693
H6 0.3958 1.8579 0.4854
H7 -1.8977 -0.0916 0.9711
H8 2.0971 -2.1188 0.7611
H9 0.3766 -1.9179 1.1724
H10 1.6329 -1.1257 2.1415
H11 -3.4035 1.2187 -1.6495
H12 -3.3560 -0.3094 -0.7341
H13 -2.6114 -0.1891 -2.3532

=====

Decreasing stability: R), Q), P)

=====

P) Entry from the OMol25 dataset: the ion C6H8NO4Se with charge -1 (ωB97M-V with the def2-TZVPD basis set).

The gap between HOMO and LUMO is 0.2903 Eh. Its HOMO energy is -0.1805 hartree. As for the SMILES: C[C@]1(C(=O)[O-])N[C@@H](C(=O)O)C[Se]1. As for the total charge: -1.

Geometry (Å):
C1 -0.8126 2.2107 -0.5729
C2 1.7423 -0.7316 -0.3768
C3 -1.2200 -0.0048 -1.4334
C4 -1.3031 0.7700 -0.1777
C5 0.4476 -1.0546 0.3855
C6 0.7839 -1.7260 1.7038
N1 -0.5044 0.1619 0.8557
O1 -1.6218 3.0490 -0.8195
O2 1.9925 0.4956 -0.5257
O3 0.4762 2.5038 -0.6092
O4 2.4224 -1.7060 -0.7044
Se1 -0.8733 -1.8283 -0.7484
H1 -2.1914 -0.1088 -1.9623
H2 -0.5125 0.1966 -2.3359
H3 -2.2545 0.9347 0.2839
H4 -0.1402 -1.8062 2.4721
H5 1.5239 -1.1313 2.1632
H6 1.3132 -2.6854 1.4450
H7 1.0035 1.5186 -0.5516
H8 -0.2715 0.9424 1.5085

=====

Q) Entry from the OMol25 dataset: a cluster of 2 separate species, C6H8NO4Se in total (ωB97M-V with the def2-TZVPD basis set).

The gap between HOMO and LUMO (alpha / beta) is 0.2721 / 0.2491 Eh. Its HOMO energy (alpha / beta) is -0.1679 / -0.1421 hartree. As for the total charge: -1.

Geometry (Å):
C1 -2.3407 0.1900 -0.5356
C2 0.7313 -1.7035 0.2769
C3 -1.0179 1.6399 1.3335
C4 -1.1739 1.2385 -0.1163
C5 0.5306 -0.2751 0.2552
C6 2.8198 -0.5087 -0.5687
N1 0.0196 0.6506 -0.6167
O1 -3.4478 0.5859 -0.2155
O2 0.1716 -2.3658 -0.8058
O3 -2.0165 -0.9153 -1.0022
O4 1.1865 -2.3313 1.2167
Se1 0.3762 0.3790 2.0248
H1 -0.6174 2.5510 1.6338
H2 -1.9266 1.5560 1.9195
H3 -1.2189 2.2475 -0.7376
H4 2.6080 0.4057 -1.2451
H5 3.1683 -1.4805 -0.8191
H6 2.9133 -0.2940 0.4690
H7 -0.6917 -1.9267 -0.8660
H8 -0.0739 0.3571 -1.6007

=====

Decreasing stability: P), Q)

=====

P) Entry from the OMol25 dataset: the molecule C5H4 (ωB97M-V with the def2-TZVPD basis set).

The gap between HOMO and LUMO (alpha / beta) is 0.3409 / 0.3409 Eh. Its HOMO energy (alpha / beta) is -0.3484 / -0.3484 hartree. As for the SMILES: C#CC#CC. As for the total charge: 0.

Geometry (Å):
C1 -1.6368 -0.2167 0.1018
C2 -0.9264 0.8029 -0.7545
C3 0.2899 0.7888 -0.6763
C4 1.5433 0.4240 -0.2865
C5 2.5747 -0.0155 0.1561
H1 -0.8910 -0.7932 0.6766
H2 -2.1780 -0.9094 -0.5362
H3 -2.2866 0.2909 0.8078
H4 3.5108 -0.3719 0.5113

=====

Q) Entry from the OMol25 dataset: the molecule C5H4 (ωB97M-V with the def2-TZVPD basis set).

The gap between HOMO and LUMO is 0.3148 Eh. Its HOMO energy is -0.3364 hartree. As for the total charge: 0.

Geometry (Å):
C1 1.2995 -0.8206 -0.3595
C2 2.4434 -1.4486 -0.5818
C3 1.2010 0.5391 0.1291
C4 -0.1362 0.5863 0.2273
C5 -0.3269 -0.7734 -0.2799
H1 1.8907 1.2709 0.4092
H2 -0.8142 1.3632 0.1679
H3 -0.9390 -0.7648 -1.1942
H4 -0.4142 -1.6825 0.4533

=====

R) Entry from the OMol25 dataset: the molecule C5H4 (ωB97M-V with the def2-TZVPD basis set).

The gap between HOMO and LUMO is 0.3770 Eh. Its HOMO energy is -0.3413 hartree. As for the SMILES: C#CC#CC. As for the total charge: 0.

Geometry (Å):
C1 0.5349 -0.4597 -1.8891
C2 -0.1088 0.0768 -0.6959
C3 -0.4948 0.4005 0.4017
C4 -0.6979 0.5840 1.7561
C5 -0.7249 0.6333 2.9605
H1 1.6178 -0.4535 -1.7240
H2 0.3188 0.1070 -2.7976
H3 0.2232 -1.4984 -2.0367
H4 -0.6685 0.6100 4.0251

=====

Decreasing stability: R), P), Q)

=====

P) Entry from the OMol25 dataset: the molecule C5H4 (ωB97M-V with the def2-TZVPD basis set).

The gap between HOMO and LUMO is 0.3976 Eh. Its HOMO energy is -0.3655 hartree. As for the SMILES: C#CCC#C. As for the total charge: 0.

Geometry (Å):
C1 2.1764 -0.7703 0.1568
C2 1.2203 -0.0613 -0.0107
C3 0.0228 0.7789 -0.1130
C4 -1.1995 0.0012 -0.3554
C5 -2.1958 -0.5049 0.0875
H1 3.0344 -1.3968 0.2775
H2 -0.1983 1.1863 0.8809
H3 0.1557 1.6298 -0.7859
H4 -2.9838 -0.8418 0.7120

=====

Q) Entry from the OMol25 dataset: the molecule C5H4 (ωB97M-V with the def2-TZVPD basis set).

The gap between HOMO and LUMO is 0.3555 Eh. Its HOMO energy is -0.3315 hartree. As for the SMILES: C#CC=C=C. As for the total charge: 0.

Geometry (Å):
C1 2.0148 -0.2682 0.3507
C2 0.9231 -0.0653 -0.3217
C3 -0.2002 0.5528 -0.6032
C4 -1.4551 0.0305 -0.1756
C5 -2.5062 -0.4526 0.1578
H1 2.8571 -0.9412 0.2095
H2 1.9524 0.5319 1.0784
H3 -0.1481 1.5095 -1.1159
H4 -3.4377 -0.8974 0.4200

=====

Decreasing stability: Q), P)